21
Properties=species:S:1:pos:R:3:forces:R:3 method="wB97M-V/def2-TZVPD" spin_multiplicity=2 e_homo_ev="-13.22 / -13.22" charge=+1 homo_lumo_gap_ha="0.3643 / 0.1936" s2=0.754
C 1.039006 0.971323 -1.075566 -1.0 -0.4 0.1
C 1.422841 0.781611 0.390873 0.7 -0.1 0.1
C 0.355733 0.059646 1.206184 0.1 0.4 0.3
C -1.772117 0.593025 2.450068 -0.4 -0.3 1.5
N -0.670721 0.975957 1.646684 -0.7 -0.6 -1.8
N 0.984353 -0.248894 -1.862410 1.0 -0.8 0.0
H 0.004410 1.366777 -1.104913 0.2 0.3 0.0
H 1.655826 1.699114 -1.591242 0.2 0.1 0.2
H 1.638388 1.734084 0.868917 0.0 0.2 0.1
H 2.350840 0.205365 0.466204 -0.1 0.0 -0.1
H -0.214612 -0.627096 0.562783 0.0 -0.3 0.0
H 0.708788 -0.506311 2.063629 0.1 -0.1 0.1
H -1.636896 -0.388529 2.892613 0.4 -0.1 0.0
H -2.742432 0.566052 1.950006 0.2 0.4 -0.6
H -1.899447 1.309972 3.279586 0.1 0.0 -0.2
H -0.897105 1.627355 0.888990 0.2 0.6 0.5
H 1.919811 -0.548356 -2.160826 -0.3 0.5 -0.1
H 0.722952 -1.065244 -1.311213 -0.5 0.2 -0.1
H -1.112512 -2.131666 -3.134268 0.3 -0.4 -0.2
H -1.434136 -2.026433 -1.713378 -0.1 -0.4 0.2
O -1.012069 -2.647568 -2.319519 -0.3 0.8 -0.1


21
Properties=species:S:1:pos:R:3:forces:R:3 method="wB97M-V/def2-TZVPD" spin_multiplicity=2 e_homo_ev="-13.45 / -13.25" charge=+1 homo_lumo_gap_ha="0.3821 / 0.2091" s2=0.755
N -0.114119 2.003151 1.608944 0.3 0.0 -0.4
C 0.253001 0.615520 1.692229 -0.5 1.3 0.0
C 0.302507 -0.123525 0.323554 0.0 0.1 -0.8
N -0.924471 -0.017922 -0.421140 1.2 -1.2 -0.5
C -1.761961 -1.147593 -0.681224 -0.8 -0.4 -1.0
C -3.258743 -0.784444 -0.665565 0.7 0.9 -0.1
H 0.218432 2.493205 0.785192 0.1 0.1 0.4
H -1.060858 2.253589 1.834789 -0.1 -0.1 -0.1
H 1.249009 0.549909 2.103996 0.4 -0.4 0.1
H -0.450766 0.119295 2.331112 -0.2 -0.4 0.5
H 0.582332 -1.167210 0.485721 -0.4 0.0 0.1
H 1.088704 0.329468 -0.281265 0.0 0.2 0.1
H -0.932925 0.639868 -1.206720 -0.2 0.4 0.7
H -1.509608 -2.037829 -0.118568 0.1 0.2 0.7
H -1.522870 -1.442653 -1.719806 0.0 0.2 0.0
H -3.534584 -0.566596 0.354820 -0.5 -0.3 0.3
H -3.430195 0.143651 -1.224360 0.1 -0.1 0.0
H -3.864013 -1.532885 -1.151075 -0.1 -0.4 0.2
H 4.690166 -0.697344 -2.369297 0.2 0.1 0.3
H 5.603075 -0.397359 -1.159510 0.0 0.0 -0.1
O 4.687647 -0.549150 -1.412925 -0.3 0.0 -0.2


21
Properties=species:S:1:pos:R:3:forces:R:3 method="wB97M-V/def2-TZVPD" e_homo_ev=-18.14 charge=+2 homo_lumo_gap_ha=0.4117
C 0.475918 -0.150346 1.093523 1.2 1.1 2.0
C 0.264212 -0.236506 -0.405407 -0.6 1.7 -2.3
C -1.151606 -0.546516 -0.841620 0.2 -1.9 1.4
C -1.741988 -1.595851 -0.326510 -2.3 -2.5 0.3
N -3.171711 -2.328392 -0.986938 1.5 2.8 1.3
N 1.696005 0.853846 1.292584 3.3 -2.8 0.3
H -0.175593 0.237664 1.917264 -0.8 0.2 -1.8
H 0.606445 -1.168312 1.488089 1.2 0.4 -0.1
H 0.413181 0.711018 -1.023293 0.4 -0.6 1.5
H 0.941137 -0.949213 -0.962831 -0.5 0.4 1.2
H -1.605498 0.070470 -1.540565 -0.6 0.8 -1.6
H -1.488252 -2.174414 0.594266 -0.1 0.3 -1.3
H -3.770651 -2.612640 -0.181917 0.8 -0.8 -0.7
H -3.744950 -1.504327 -1.311382 0.8 -1.2 -0.7
H -2.890734 -3.066191 -1.711886 -0.9 1.3 1.3
H 2.561428 0.453527 0.753158 -1.7 0.9 1.2
H 1.555387 1.714102 0.814432 -0.6 1.0 -0.9
H 2.116052 1.155617 2.245000 -1.3 -1.2 -1.3
H 2.129177 3.570549 0.566221 3.3 -0.7 -2.4
H 3.015175 3.736952 -0.809259 -0.2 -0.3 0.8
O 2.948553 3.165291 -0.012093 -3.4 1.2 1.8


21
Properties=species:S:1:pos:R:3:forces:R:3 method="wB97M-V/def2-TZVPD" e_homo_ev=-18.47 charge=+2 homo_lumo_gap_ha=0.4374
C 1.676625 -0.302912 -0.360866 0.3 0.3 0.2
C 0.539324 -0.704883 -1.283227 -0.3 0.1 -0.6
C -0.737305 -1.165875 -0.656528 -0.1 -0.2 0.8
C -1.949883 -0.696285 -0.878736 0.0 -0.2 -0.7
N -3.130446 -1.347660 -0.263241 0.4 -0.2 0.6
N 1.532359 1.121151 0.145429 -0.7 -0.5 -0.7
H 1.767211 -0.943977 0.505608 0.0 -0.2 0.1
H 2.617316 -0.333249 -0.909367 -0.1 0.0 0.0
H 0.322043 0.055532 -2.037000 0.1 0.3 0.1
H 0.922901 -1.517837 -1.900769 0.0 -0.3 0.1
H -0.665643 -1.985590 0.054674 0.2 -0.1 0.0
H -2.207927 0.049111 -1.611711 -0.1 0.3 0.0
H -2.832635 -2.181036 0.257958 -0.1 0.0 -0.1
H -3.575322 -0.733325 0.427424 -0.2 0.0 -0.2
H -3.836003 -1.663941 -0.934386 0.0 0.2 -0.2
H 1.180796 1.647816 -0.659333 0.3 0.5 0.3
H 0.845566 1.232938 0.896105 0.1 0.0 0.1
H 2.391445 1.535849 0.514524 0.0 0.0 0.0
H 2.037619 3.351863 2.804885 0.0 0.0 -0.1
H 1.393762 2.096589 3.356693 0.1 0.0 0.1
O 1.708195 2.485715 2.531872 -0.1 -0.1 0.1


22
Properties=species:S:1:pos:R:3:forces:R:3 method="wB97M-V/def2-TZVPD" smiles="CC/C(N)=C/N.O.O" e_homo_ev=-7.75 charge=0 homo_lumo_gap_ha=0.3099
C -0.432844 0.701888 1.628993 -0.9 -1.4 -1.8
C -1.873115 0.117643 0.978139 0.4 3.9 3.6
C -1.665079 -0.081369 -0.437458 0.2 -4.6 -2.0
N -1.742732 0.951792 -1.437082 0.7 0.5 2.7
C -1.346875 -1.387644 -0.783970 -0.5 0.9 1.2
N -1.155654 -1.865788 -2.075530 2.5 1.8 -2.9
H 0.337352 -0.065494 1.374425 -0.5 0.7 -0.3
H -0.416958 0.662944 2.699354 -0.4 0.7 0.7
H -0.137672 1.691237 1.173811 -0.4 -1.1 0.7
H -2.704066 0.912228 1.291268 1.6 -1.3 -1.0
H -2.216938 -0.758047 1.531844 0.5 -0.1 -0.4
H -2.110432 1.719161 -0.872246 0.2 0.4 -0.7
H -2.429933 0.783375 -2.119857 -1.0 -0.5 -1.0
H -1.194719 -2.305479 -0.117412 -0.5 2.0 -0.1
H -0.094409 -2.146175 -2.071634 -2.5 0.5 -0.8
H -1.279125 -1.041823 -2.820655 0.7 -2.4 2.1
O 4.673693 1.243279 2.745284 0.5 0.9 -0.6
H 4.453985 0.320538 2.663045 -0.3 -0.3 0.6
H 4.488815 1.618758 3.609143 -0.2 -0.6 0.1
O 1.898956 -0.052951 -1.230321 0.5 2.8 -1.0
H 1.909274 -0.934108 -0.975352 -0.4 -2.3 0.8
H 1.009820 0.315123 -1.211383 -0.1 -0.4 0.1


22
Properties=species:S:1:pos:R:3:forces:R:3 method="wB97M-V/def2-TZVPD" e_homo_ev=-8.21 charge=0 homo_lumo_gap_ha=0.1381
C 1.273296 -1.721329 -0.241589 -1.0 -0.8 0.9
O 2.555981 -0.026265 1.889208 -0.1 -0.1 -0.1
C 0.165485 -0.709746 0.149403 1.3 3.0 -0.7
C 0.731729 0.655993 -0.427897 0.6 -1.0 1.3
C -0.378180 1.749340 -0.468126 -0.4 -1.6 -1.6
N -1.244645 1.318546 -1.478774 0.8 1.9 1.3
N -0.033380 -0.476205 1.574959 0.6 -1.0 -0.8
H 1.332465 -1.811033 -1.324545 0.2 0.2 0.0
H 0.994805 -2.711058 0.140662 0.1 0.1 0.0
H -0.837758 -0.810966 -0.274733 0.1 -0.9 -0.3
H 1.494934 0.938125 0.305960 -0.2 0.4 0.2
H 1.300602 0.576174 -1.359164 -0.7 -0.1 -0.2
H -0.855744 1.516699 0.541762 0.1 -0.3 0.4
H -0.048920 2.782999 -0.513336 -0.3 0.3 0.2
H -1.783638 2.111618 -1.846161 0.2 0.0 -0.3
H -2.224028 0.164243 -1.356476 -0.9 -1.7 -0.6
H 2.182521 -1.390210 0.283485 -0.2 -0.2 -0.5
H -0.293200 -1.385200 1.962910 -0.6 0.3 0.2
H 0.922158 -0.266749 2.012128 0.5 0.7 -0.1
H 3.062619 0.086005 2.703372 -0.4 0.0 0.1
H -3.426086 -0.253438 -0.552988 -0.4 -0.5 -0.1
O -2.955993 -0.561326 -1.341416 0.6 1.4 0.7


Record-wise ΔE to the lowest compared entry with this formula, charge and spin values, in kcal/mol: 17.3 8.7 67.1 5.4 56.7 178.4